C31H21F3N7RhS2SbSe | ωB97M-V/def2-TZVPD

```
67
C31H21F3N7RhS2SbSe ωB97M-V/def2-TZVPD
Rh -1.34 1.18 -0.27
S 0.61 2.09 -0.98
C 0.72 3.47 0.09
C 1.97 4.00 0.42
C 2.05 5.13 1.23
C 3.35 5.64 1.57
N 4.39 6.02 1.86
C 0.88 5.72 1.72
C -0.36 5.19 1.40
C -0.45 4.05 0.60
S -2.00 3.33 0.21
C 0.95 6.87 2.58
N 1.01 7.78 3.28
H 2.87 3.55 0.04
H -1.25 5.65 1.79
Se -4.04 -0.12 2.98
N -2.87 0.09 4.27
C -1.72 0.44 3.72
C -0.49 0.71 4.39
C 0.57 1.06 3.63
C 0.46 1.16 2.21
N -0.65 0.91 1.57
C -1.75 0.54 2.29
N -2.89 0.28 1.68
H -0.44 0.65 5.47
H 1.53 1.27 4.08
H 1.32 1.44 1.61
N -3.25 -0.12 -2.26
N -2.85 1.21 -1.86
H -4.03 -0.06 -2.91
H -3.57 -0.61 -1.43
H -3.63 1.78 -1.52
H -2.49 1.68 -2.69
F -3.47 -6.55 -1.54
C -2.81 -5.39 -1.40
C -2.16 -4.87 -2.50
C -1.47 -3.67 -2.35
C -1.45 -3.02 -1.12
C -2.14 -3.56 -0.04
C -2.83 -4.76 -0.17
Sb -0.38 -1.21 -0.92
C 1.11 -1.63 0.53
C 2.40 -1.15 0.34
C 3.36 -1.28 1.34
C 2.99 -1.87 2.53
F 3.90 -1.99 3.51
C 1.72 -2.36 2.76
C 0.77 -2.23 1.75
C 0.76 -1.16 -2.68
C 1.72 -2.15 -2.92
C 2.47 -2.13 -4.08
C 2.25 -1.12 -4.99
F 2.98 -1.09 -6.11
C 1.31 -0.13 -4.79
C 0.56 -0.16 -3.62
H -2.18 -5.39 -3.44
H -0.95 -3.25 -3.20
H -2.16 -3.06 0.92
H -3.36 -5.21 0.65
H 2.68 -0.68 -0.59
H 4.37 -0.92 1.21
H 1.48 -2.83 3.70
H -0.23 -2.61 1.93
H 1.88 -2.95 -2.20
H 3.22 -2.89 -4.29
H 1.18 0.65 -5.53
H -0.17 0.62 -3.45
```

Properties
* relative energy (zero: lowest compared OMol25 entry of this formula, charge and spin): 43.0 kJ/mol
* net charge: +1
* HOMO-LUMO gap: 5.8530 eV
* LUMO: -0.1805 Ha

Atom charges from the Mulliken analysis, given in e for atoms 1 to 8:
1. Rh -0.49
2. S -0.12
3. C -0.11
4. C -0.76
5. C 0.37
6. C -0.27
7. N -0.45
8. C 0.64

C31H21N2O2 | ωB97M-V/def2-TZVPD

```
56
C31H21N2O2 ωB97M-V/def2-TZVPD
C -1.30 0.48 2.71
C -2.16 -0.55 2.97
C -3.25 -0.94 2.13
N -4.19 -1.30 1.53
C -2.20 -1.22 4.25
N -2.25 -1.84 5.24
C -0.42 0.96 3.77
C 0.40 0.08 4.50
C 1.10 0.54 5.62
C 1.06 1.89 5.99
C 0.28 2.79 5.24
C -0.42 2.34 4.12
H -1.36 1.08 1.81
H 0.49 -0.95 4.15
H 1.70 -0.16 6.19
H 1.64 2.25 6.84
H 0.25 3.85 5.50
H -1.01 3.03 3.50
C 2.49 -3.72 -0.60
C 1.85 -3.10 0.48
C 1.07 -1.97 0.28
C 0.85 -1.48 -1.03
C 0.06 -0.26 -1.21
C -1.26 -0.28 -0.57
C -2.37 0.48 -1.20
C -2.61 0.13 -2.53
C -3.72 0.65 -3.19
C -4.62 1.45 -2.47
C -4.40 1.75 -1.12
C -3.27 1.26 -0.47
O -1.51 -1.09 0.34
C 0.44 0.76 -2.19
C 1.77 0.64 -2.93
C 2.92 0.40 -2.18
C 4.17 0.39 -2.80
C 4.28 0.58 -4.18
C 3.12 0.81 -4.94
C 1.88 0.90 -4.31
O -0.22 1.80 -2.41
C 1.33 -2.24 -2.12
C 2.17 -3.34 -1.91
H 3.22 -4.52 -0.43
H 1.97 -3.48 1.49
H 0.64 -1.45 1.13
H -1.91 -0.55 -3.01
H -3.86 0.38 -4.24
H -5.51 1.83 -2.99
H -5.13 2.34 -0.56
H -3.07 1.47 0.58
H 2.82 0.19 -1.11
H 5.05 0.19 -2.19
H 5.25 0.52 -4.67
H 3.18 0.89 -6.02
H 0.97 1.14 -4.88
H 1.03 -1.93 -3.13
H 2.56 -3.87 -2.78
```

Properties
* relative energy (zero: lowest compared OMol25 entry of this formula, charge and spin): 0.0 kJ/mol
* net charge: -1
* HOMO-LUMO gap: 5.7539 eV
* LUMO: 0.0622 Ha

Atom charges from the Mulliken analysis, given in e for atoms 1 to 8:
1. C 0.37
2. C 1.73
3. C -0.45
4. N -0.62
5. C -0.39
6. N -0.60
7. C -0.28
8. C -0.11

C31H22AuF6I2NO3Si | ωB97M-V/def2-TZVPD

```
67
C31H22AuF6I2NO3Si ωB97M-V/def2-TZVPD
Au -0.65 0.66 0.35
I 2.34 -2.22 -4.90
C 0.54 -1.16 -4.11
C -0.67 -1.64 -4.74
C -1.94 -1.41 -4.38
I -3.41 -2.20 -5.67
C -2.43 -0.58 -3.27
C -3.46 0.34 -3.46
C -3.78 1.26 -2.49
C -3.02 1.30 -1.34
N -2.07 0.39 -1.10
C -1.84 -0.57 -2.01
C 1.02 -0.42 -3.14
O 1.55 0.20 -2.33
H -0.51 -2.24 -5.63
H -3.99 0.34 -4.41
H -4.58 1.97 -2.63
H -3.18 2.04 -0.57
C -1.75 -3.75 -2.31
C -1.30 -2.82 -1.19
O -0.93 -1.50 -1.60
C 0.02 -3.35 -0.59
F -0.14 -4.59 -0.11
F 0.96 -3.39 -1.55
F 0.48 -2.58 0.40
C -2.41 -2.77 -0.11
F -2.76 -4.01 0.26
F -2.06 -2.10 0.98
F -3.51 -2.19 -0.61
H -0.99 -3.78 -3.08
H -2.69 -3.41 -2.73
H -1.88 -4.75 -1.91
O 0.70 0.99 1.73
Si 1.39 0.47 3.08
C 0.46 -0.89 3.98
C -0.79 -0.60 4.53
C -1.54 -1.58 5.17
C -1.05 -2.88 5.26
C 0.19 -3.18 4.72
C 0.94 -2.19 4.08
C 1.61 1.93 4.26
C 1.61 1.75 5.65
C 1.67 2.84 6.50
C 1.73 4.13 5.99
C 1.76 4.32 4.61
C 1.70 3.23 3.76
C 3.15 -0.13 2.74
C 4.02 -0.45 3.78
C 5.28 -0.97 3.52
C 5.69 -1.15 2.21
C 4.85 -0.82 1.16
C 3.58 -0.30 1.42
H -1.18 0.41 4.46
H -2.51 -1.34 5.59
H -1.63 -3.64 5.75
H 0.58 -4.19 4.79
H 1.91 -2.44 3.66
H 1.55 0.75 6.06
H 1.66 2.69 7.58
H 1.77 4.98 6.65
H 1.81 5.32 4.20
H 1.71 3.38 2.68
H 3.70 -0.31 4.81
H 5.94 -1.22 4.34
H 6.68 -1.55 2.00
H 5.17 -0.96 0.14
H 2.92 -0.04 0.61
```

Properties
* relative energy (zero: lowest compared OMol25 entry of this formula, charge and spin): 46.2 kJ/mol
* net charge: 0
* HOMO-LUMO gap: 6.7377 eV
* LUMO: -0.0580 Ha

Atom charges from the Mulliken analysis, given in e for atoms 1 to 8:
1. Au 0.36
2. I 0.03
3. C -0.70
4. C -0.48
5. C -0.70
6. I 0.15
7. C 1.26
8. C -0.35

C31H22ClCoFN4O8S3 | ωB97M-V/def2-TZVPD

```
71
C31H22ClCoFN4O8S3 ωB97M-V/def2-TZVPD
Co 0.46 -0.51 1.62
Cl -5.28 3.57 0.24
C -3.91 2.69 0.86
C -3.61 2.77 2.24
C -2.55 2.08 2.75
C -1.72 1.27 1.93
O -0.74 0.64 2.49
C -2.06 1.19 0.55
C -1.36 0.36 -0.37
N -0.33 -0.37 -0.08
C 0.30 -1.16 -1.06
C 0.00 -1.23 -2.40
C 0.73 -2.10 -3.23
C 1.73 -2.89 -2.75
C 2.08 -2.81 -1.38
C 3.12 -3.55 -0.78
C 3.40 -3.38 0.55
C 2.64 -2.45 1.29
N 1.66 -1.77 0.75
C 1.37 -1.94 -0.56
C -3.14 1.93 0.04
H -4.24 3.37 2.88
H -2.30 2.13 3.80
H -1.76 0.32 -1.37
H -0.77 -0.61 -2.83
H 0.47 -2.13 -4.29
H 2.28 -3.55 -3.40
H 3.69 -4.25 -1.38
H 4.19 -3.92 1.04
H 2.85 -2.27 2.33
H -3.37 1.86 -1.02
C 1.23 -1.19 4.51
O 1.40 -0.49 3.26
C 2.37 0.48 3.06
S 3.50 0.86 4.17
S 2.04 1.09 1.49
H 0.47 -1.93 4.29
H 0.91 -0.48 5.27
H 2.18 -1.64 4.80
F -4.12 -0.68 4.80
C -4.06 -0.79 3.47
C -3.37 -1.77 2.88
N -3.30 -1.91 1.51
C -2.51 -2.99 0.94
C -1.07 -3.01 1.45
O -0.38 -3.98 1.16
O -0.74 -1.98 2.14
C -3.91 -1.00 0.67
O -3.85 -1.06 -0.54
N -4.62 -0.01 1.32
C -4.77 0.21 2.68
O -5.44 1.12 3.12
H -2.83 -2.50 3.46
H -2.48 -2.81 -0.14
H -2.97 -3.96 1.11
H -5.04 0.68 0.71
O 5.82 4.06 -5.24
C 4.72 3.35 -5.62
O 4.66 2.94 -6.75
C 3.68 3.15 -4.59
C 3.87 3.37 -3.23
C 2.85 3.17 -2.31
C 1.57 2.73 -2.72
S 0.31 2.47 -1.57
C 1.40 2.50 -4.10
C 2.42 2.69 -5.00
H 5.69 4.39 -4.34
H 4.83 3.68 -2.83
H 3.03 3.34 -1.26
H 0.43 2.16 -4.44
H 2.26 2.51 -6.06
```

Properties
* relative energy (zero: lowest compared OMol25 entry of this formula, charge and spin): 0.0 kJ/mol
* net charge: -1
* HOMO-LUMO gap: 5.3123 eV
* LUMO: 0.0428 Ha

Atom charges from the Mulliken analysis, given in e for atoms 1 to 8:
1. Co -0.55
2. Cl -0.25
3. C 0.15
4. C -0.47
5. C -0.61
6. C 0.21
7. O -0.36
8. C 0.72

C31H22MgN6O2 | ωB97M-V/def2-TZVPD

```
62
C31H22MgN6O2 ωB97M-V/def2-TZVPD
Mg -0.40 1.26 -0.44
N -0.05 -1.74 3.30
C -0.06 -1.26 1.96
N -0.32 -0.03 1.67
C -0.47 0.91 2.72
N -0.76 2.18 2.44
N -0.88 2.51 1.22
C -1.25 3.75 0.81
C -1.17 4.03 -0.53
C -1.32 5.35 -1.09
C -1.23 5.58 -2.44
C -1.15 4.42 -3.28
C -0.98 3.22 -2.71
N -0.97 2.96 -1.39
C -0.15 0.48 4.08
C -0.16 1.36 5.18
C 0.09 0.93 6.47
C 0.36 -0.40 6.74
C 0.34 -1.30 5.66
C 0.09 -0.88 4.39
H 0.37 -2.66 3.45
H 0.12 -2.02 1.17
H -1.29 4.52 1.56
H -1.48 6.16 -0.38
H -1.27 6.55 -2.82
H -1.12 4.46 -4.36
H -0.82 2.34 -3.34
H -0.32 2.41 4.91
H 0.13 1.76 7.23
H 0.46 -0.71 7.79
H 0.54 -2.38 5.81
O -5.59 -7.25 -0.81
C -6.28 -6.99 0.04
O -1.34 -0.09 -1.56
C 0.77 -1.03 -1.82
C 1.82 -2.01 -2.01
C 3.11 -1.81 -1.76
C 3.53 -0.53 -1.19
C 4.83 -0.25 -0.74
C 5.16 0.95 -0.06
C 4.15 1.78 0.28
C 2.88 1.53 -0.16
C 2.49 0.38 -0.89
N 1.20 0.11 -1.16
H 1.49 -3.01 -2.34
H 3.87 -2.49 -2.03
H 5.58 -1.00 -0.87
H 6.21 1.05 0.22
H 4.47 2.57 0.99
H 2.04 2.20 0.15
C -0.61 -1.05 -2.06
C -1.33 -2.17 -2.73
C -2.70 -2.25 -2.52
C -3.45 -3.21 -3.17
C -2.91 -4.09 -4.10
C -1.55 -4.12 -4.22
C -0.75 -3.18 -3.53
H -3.12 -1.57 -1.79
H -4.51 -3.25 -2.86
H -3.62 -4.77 -4.60
H -1.02 -4.84 -4.85
H 0.30 -3.32 -3.63
```

Properties
* relative energy (zero: lowest compared OMol25 entry of this formula, charge and spin): 0.0 kJ/mol
* net charge: -2
* HOMO-LUMO gap (spin up / spin down): 3.4011 / 3.4004 eV
* LUMO (spin up / spin down): 0.1486 / 0.1486 Ha

Atom charges from the Mulliken analysis, given in e for atoms 1 to 8:
1. Mg 0.54
2. N -0.19
3. C -0.39
4. N -0.22
5. C -0.45
6. N -1.02
7. N 0.87
8. C -1.08

C31H23BClO6P | ωB97M-V/def2-TZVPD

```
63
C31H23BClO6P ωB97M-V/def2-TZVPD
O -1.12 -0.58 3.22
C -0.17 -1.33 3.32
C -0.29 -2.61 4.06
C -1.52 -2.96 4.62
C -1.65 -4.17 5.28
C -0.57 -5.04 5.38
C 0.65 -4.69 4.84
C 0.80 -3.47 4.18
C 2.13 -3.10 3.62
O 3.09 -3.83 3.77
C 2.25 -1.83 2.87
C 3.47 -1.48 2.30
C 3.58 -0.31 1.57
C 2.48 0.51 1.39
C 1.26 0.18 1.96
C 1.14 -0.99 2.71
H -2.36 -2.29 4.54
H -2.61 -4.44 5.71
H -0.69 -5.99 5.89
H 1.50 -5.36 4.92
H 4.32 -2.13 2.43
H 4.54 -0.05 1.12
H 2.57 1.42 0.81
H 0.40 0.83 1.83
O -5.80 3.06 -1.21
C -4.82 2.34 -1.15
C -4.86 1.08 -0.36
C -6.03 0.72 0.30
C -6.09 -0.47 1.01
C -4.97 -1.30 1.07
C -3.80 -0.94 0.43
C -3.73 0.25 -0.28
C -2.46 0.64 -0.94
O -1.47 -0.05 -0.82
C -2.43 1.89 -1.75
C -1.26 2.24 -2.40
C -1.21 3.38 -3.18
C -2.35 4.18 -3.31
C -3.52 3.83 -2.65
C -3.56 2.69 -1.86
H -6.89 1.37 0.25
H -7.00 -0.75 1.51
H -5.03 -2.23 1.62
H -2.93 -1.58 0.49
H -0.38 1.62 -2.30
H -0.30 3.66 -3.68
H -2.32 5.07 -3.92
H -4.40 4.45 -2.75
C 6.29 0.30 -3.38
P 5.81 1.84 -4.30
O 5.76 3.01 -3.08
B 4.00 1.71 -4.91
C 2.91 0.67 -4.38
C 2.18 1.42 -3.29
O 1.68 2.44 -3.52
Cl 2.13 0.74 -1.66
H 5.45 -0.39 -3.31
H 6.66 0.56 -2.40
H 7.09 -0.15 -3.95
H 5.30 3.79 -3.41
H 3.64 2.49 -5.74
H 3.34 -0.26 -4.01
H 2.16 0.42 -5.13
```

Properties
* net charge: 0
* HOMO-LUMO gap: 7.2833 eV
* LUMO: -0.0373 Ha

Atom charges from the Mulliken analysis, given in e for atoms 1 to 8:
1. O -0.69
2. C 0.55
3. C 0.21
4. C -0.55
5. C -0.50
6. C -0.47
7. C -0.60
8. C 0.23

C31H23CoF3IN2O4 | ωB97M-V/def2-TZVPD

```
65
C31H23CoF3IN2O4 ωB97M-V/def2-TZVPD
Co 0.10 -0.66 0.74
C -2.71 -0.36 -2.76
C -2.79 0.76 -1.78
N -3.61 1.76 -2.00
C -3.66 2.79 -1.11
C -2.84 2.89 -0.03
C -2.97 4.08 0.89
O -1.78 4.87 0.97
C -1.93 1.83 0.23
C -1.05 1.90 1.34
N -0.36 0.93 1.84
C 0.20 1.14 3.14
C -0.38 2.06 4.03
C 0.15 2.29 5.28
C 1.26 1.59 5.72
C 1.81 0.63 4.88
C 1.27 0.40 3.62
I 2.17 -1.11 2.50
C -1.96 0.71 -0.60
O -1.29 -0.38 -0.42
H -3.36 -0.16 -3.60
H -2.99 -1.31 -2.29
H -1.68 -0.48 -3.10
H -4.40 3.55 -1.32
H -3.16 3.75 1.91
H -3.82 4.68 0.57
H -1.62 5.27 0.11
H -0.97 2.88 1.80
H -1.28 2.57 3.74
H -0.32 3.03 5.92
H 1.69 1.76 6.69
H 2.66 0.04 5.21
C -2.42 -3.12 3.30
C -1.69 -2.62 2.09
O -0.95 -1.64 2.24
C -1.85 -3.29 0.81
C -2.93 -4.16 0.58
C -3.13 -4.74 -0.65
C -2.22 -4.46 -1.68
C -1.15 -3.63 -1.48
C -0.91 -3.04 -0.22
O 0.19 -2.36 -0.05
H -2.12 -2.53 4.16
H -2.18 -4.17 3.48
H -3.50 -3.04 3.16
H -3.63 -4.36 1.38
H -3.97 -5.41 -0.81
H -2.38 -4.91 -2.66
H -0.45 -3.41 -2.27
F 7.28 -0.42 -5.13
C 6.52 0.68 -5.02
F 7.34 1.70 -4.72
F 6.02 0.94 -6.25
C 5.43 0.53 -4.00
C 5.30 -0.63 -3.25
C 4.28 -0.75 -2.33
C 3.36 0.29 -2.15
C 3.51 1.46 -2.90
C 4.53 1.57 -3.82
C 2.29 0.14 -1.20
C 1.40 0.06 -0.39
H 6.01 -1.44 -3.39
H 4.17 -1.65 -1.75
H 2.80 2.26 -2.77
H 4.64 2.48 -4.41
```

Properties
* relative energy (zero: lowest compared OMol25 entry of this formula, charge and spin): 63.1 kJ/mol
* net charge: 0
* HOMO-LUMO gap: 7.2271 eV
* LUMO: -0.0315 Ha

Atom charges from the Mulliken analysis, given in e for atoms 1 to 8:
1. Co 0.40
2. C -0.97
3. C 0.24
4. N -0.71
5. C -0.92
6. C 0.97
7. C -1.07
8. O -0.53